Here is a 10-piece molecular cluster, C20H48Br8N4O10 overall at a distorted geometry from the Open Molecules 2025 dataset. Energies are from ωB97M-V/def2-TZVPD.

## Properties
- SMILES string = C[N+](=O)[O-].C[N+](=O)[O-].C[N+](=O)[O-].C[N+](=O)[O-].BrCCBr.BrCCBr.BrCCBr.BrCCBr.CCOCC.CCOCC
- orbital gap (eV) = 9.56
- highest occupied orbital energy (eV) = -9.7908
- total energy (Ha) = -22353.87163

Element x y z (Å)
C (6.37867, -5.45840, -3.99629)
N (7.60302, -6.13748, -4.52576)
O (7.58114, -6.52980, -5.65406)
O (8.58838, -6.05837, -3.85090)
H (6.28758, -4.39940, -4.23782)
H (6.22790, -5.64878, -2.93369)
H (5.54874, -5.92839, -4.52395)
C (-5.95195, 9.93998, 0.48792)
N (-6.82749, 10.48056, -0.66503)
O (-6.28517, 10.66891, -1.72579)
O (-7.99449, 10.70470, -0.43170)
H (-5.30689, 10.78351, 0.73381)
H (-5.37458, 9.11258, 0.07542)
H (-6.56814, 9.59609, 1.31867)
C (3.87708, 4.04610, -1.96856)
N (4.72281, 2.93792, -1.64235)
O (5.02847, 2.19029, -2.60113)
O (5.06497, 2.82633, -0.44465)
H (4.47383, 4.93636, -2.16710)
H (3.26439, 4.22857, -1.08571)
H (3.31792, 3.75227, -2.85687)
C (8.39271, -2.26995, 4.19452)
N (9.03874, -2.12445, 2.84007)
O (8.87147, -3.04631, 2.11659)
O (9.69928, -1.11946, 2.67861)
H (8.92092, -1.61179, 4.88438)
H (8.44526, -3.32500, 4.46324)
H (7.32341, -2.07822, 4.10546)
Br (0.42312, 5.20752, 4.96739)
C (0.48405, 3.21479, 5.15995)
C (0.83368, 2.74548, 6.57261)
Br (-0.54492, 3.28111, 7.84668)
H (1.16364, 2.83251, 4.39829)
H (-0.45441, 2.73443, 4.88311)
H (1.71907, 3.24085, 6.97109)
H (0.95067, 1.66617, 6.67010)
Br (-5.52010, -10.39402, -1.58075)
C (-5.17577, -9.23051, -0.01015)
C (-4.59432, -7.91161, -0.50001)
Br (-2.78389, -8.41230, -1.21973)
H (-4.63434, -9.78661, 0.75517)
H (-6.18755, -9.04054, 0.34806)
H (-4.37713, -7.21335, 0.30830)
H (-5.15461, -7.48234, -1.33060)
Br (-7.18556, 3.05739, 4.68522)
C (-6.87586, 1.89046, 6.23962)
C (-7.41155, 0.52685, 5.94350)
Br (-6.34030, -0.25289, 4.43249)
H (-7.33380, 2.37951, 7.09940)
H (-5.81913, 1.94096, 6.50206)
H (-8.47582, 0.56164, 5.71064)
H (-7.27961, -0.14289, 6.79329)
Br (3.20881, -10.59410, 7.19326)
C (3.39200, -9.22092, 5.73227)
C (4.46188, -9.62288, 4.68166)
Br (4.82097, -8.11139, 3.40535)
H (3.58859, -8.24259, 6.17084)
H (2.41570, -9.03776, 5.28351)
H (4.26867, -10.49719, 4.06008)
H (5.37893, -9.89929, 5.20195)
C (-3.45688, 5.54660, -6.19744)
C (-2.63696, 5.29746, -7.46366)
O (-1.63040, 4.36178, -7.17720)
C (-0.74694, 3.98955, -8.22921)
C (-0.26120, 2.59684, -7.86222)
H (-2.77782, 5.86946, -5.40830)
H (-4.27582, 6.24773, -6.35814)
H (-3.92590, 4.64526, -5.80284)
H (-3.35815, 5.05488, -8.24413)
H (-2.16653, 6.21778, -7.80983)
H (-1.28806, 3.95225, -9.17466)
H (0.02482, 4.75783, -8.27647)
H (-1.13187, 2.00064, -7.58916)
H (0.36671, 2.61739, -6.97149)
H (0.33325, 2.16260, -8.66608)
C (-1.91583, 2.23659, -0.38856)
C (-1.55702, 0.86471, -0.89768)
O (-0.48449, 0.39614, -0.06864)
C (0.02106, -0.84726, -0.43238)
C (1.19955, -1.24396, 0.46580)
H (-2.83507, 2.64458, -0.80884)
H (-2.09687, 2.21110, 0.68600)
H (-1.12781, 2.98271, -0.49068)
H (-2.46025, 0.26514, -1.01082)
H (-1.14641, 1.02779, -1.89412)
H (-0.82456, -1.53350, -0.38642)
H (0.39864, -0.82111, -1.45455)
H (1.55985, -2.19744, 0.07957)
H (0.82646, -1.37180, 1.48195)
H (2.06542, -0.58642, 0.38823)

Löwdin population analysis, charges in e, atoms 1 to 4: 0.04, -0.47, 0.07, 0.08